[1]
DFT (ωB97M-V with the def2-TZVPD basis set) results for C44H47N9OPS3SbTi as an isolated structure at a distorted geometry.

Results
Kohn-Sham gap (alpha / beta) = 6.1 / 5.9 eV
E = -133300.098 eV
Molecular weight = 1014.72 g/mol
Net charge = 0
2S+1 = 3
HOMO level (alpha / beta) = -6.56 / -6.83 eV

XYZ file:
```
107
Properties=species:S:1:pos:R:3:mulliken_charge:R:1
Ti 0.027 -0.289 -0.398 -0.780
N -2.734 -0.408 -3.363 0.204
C -2.637 0.962 -3.373 -1.186
C -1.713 1.313 -2.439 -0.324
N -1.229 0.190 -1.827 0.946
C -1.855 -0.865 -2.411 -0.502
C -1.317 -2.127 -2.117 -0.299
N -0.174 -2.128 -1.392 0.965
C 0.207 -3.432 -1.275 -0.308
C -0.701 -4.236 -1.893 -1.232
N -1.671 -3.416 -2.427 -0.006
H -3.400 -0.954 -3.881 0.274
H -3.216 1.567 -4.038 0.438
H -1.373 2.295 -2.159 0.611
H 1.120 -3.701 -0.772 0.686
H -0.743 -5.300 -1.995 0.444
H -2.464 -3.715 -2.965 0.172
S 1.994 0.728 -1.443 -0.609
C 2.350 1.714 -0.055 0.674
C 3.668 2.025 0.261 -0.826
C 3.979 2.851 1.340 0.659
C 5.319 3.096 1.691 -0.130
N 6.411 3.265 2.004 -0.609
C 2.941 3.424 2.106 0.138
C 1.621 3.131 1.783 -1.044
C 1.314 2.265 0.740 0.159
S -0.352 1.905 0.440 -0.267
C 3.209 4.259 3.210 -0.118
N 3.382 4.920 4.133 -0.581
H 4.469 1.619 -0.339 0.527
H 0.810 3.565 2.350 0.636
S -1.463 -0.945 1.342 -0.262
Sb -3.672 -0.465 0.531 1.020
C -4.391 -1.919 2.045 0.317
C -3.967 -1.723 3.350 -0.107
C -4.212 -2.686 4.314 -0.634
C -4.881 -3.851 3.978 -0.436
C -5.298 -4.050 2.674 -0.608
C -5.041 -3.090 1.706 -0.587
C -4.103 1.198 1.867 0.717
C -5.384 1.731 1.845 -0.678
C -5.713 2.796 2.666 -0.651
C -4.762 3.331 3.520 -0.555
C -3.488 2.792 3.558 -0.910
C -3.161 1.727 2.734 -0.167
C -4.895 0.951 -1.240 0.176
C -5.776 0.287 -2.069 -0.769
C -6.545 1.004 -2.977 -0.517
C -6.388 2.375 -3.083 -0.585
C -5.481 3.030 -2.266 -0.602
C -4.740 2.319 -1.330 -0.107
H -3.433 -0.816 3.601 0.180
H -3.865 -2.533 5.328 0.399
H -5.061 -4.608 4.729 0.383
H -5.808 -4.963 2.407 0.400
H -5.361 -3.256 0.686 0.354
H -6.125 1.314 1.174 0.444
H -6.711 3.215 2.634 0.405
H -5.014 4.168 4.156 0.379
H -2.746 3.209 4.224 0.424
H -2.158 1.318 2.757 0.415
H -5.879 -0.791 -1.989 0.399
H -7.276 0.496 -3.589 0.406
H -6.979 2.933 -3.797 0.395
H -5.368 4.102 -2.348 0.404
H -4.050 2.832 -0.673 0.487
O 1.303 -1.201 0.754 1.930
P 2.194 -2.170 1.463 -2.060
N 3.050 -1.436 2.700 0.695
C 2.319 -0.414 3.451 0.383
C 3.378 0.264 4.332 -0.582
C 4.697 -0.436 3.981 -0.935
C 4.432 -0.994 2.587 0.020
N 1.417 -3.440 2.186 0.395
C 1.764 -4.007 3.475 -0.845
C 0.459 -3.910 4.265 -0.842
C -0.619 -4.176 3.206 0.085
C 0.075 -3.895 1.859 0.175
N 3.220 -2.859 0.356 0.720
C 3.792 -2.092 -0.753 0.232
C 4.785 -3.060 -1.384 -0.722
C 5.302 -3.845 -0.180 -0.852
C 4.037 -4.031 0.655 -0.356
H 1.536 -0.905 4.033 0.131
H 1.837 0.311 2.776 -0.480
H 3.144 0.157 5.388 0.360
H 3.440 1.327 4.106 0.103
H 4.894 -1.250 4.678 0.319
H 5.542 0.247 3.986 0.466
H 5.072 -1.837 2.322 0.158
H 4.556 -0.195 1.843 -0.084
H 2.589 -3.461 3.930 0.478
H 2.058 -5.058 3.348 0.458
H 0.352 -2.900 4.659 0.177
H 0.423 -4.611 5.097 0.488
H -1.482 -3.526 3.345 -0.405
H -0.966 -5.209 3.244 0.472
H -0.452 -3.129 1.287 -0.540
H 0.126 -4.814 1.262 0.104
H 4.308 -1.191 -0.401 -0.072
H 3.000 -1.778 -1.441 -0.290
H 5.572 -2.545 -1.929 0.427
H 4.275 -3.737 -2.069 0.295
H 6.045 -3.258 0.360 0.275
H 5.753 -4.796 -0.451 0.425
H 4.232 -4.121 1.724 0.335
H 3.503 -4.931 0.327 0.319
```

---

[2]
DFT (ωB97M-V with the def2-TZVPD basis set) results for C44H48BCl5N6O7P2S2Ti as an isolated structure at a distorted geometry.

Results
Kohn-Sham gap = 4.7 eV
E = -196328.775 eV
Molecular weight = 1134.93 g/mol
Net charge = 0
HOMO level = -7.24 eV

XYZ file:
```
116
Properties=species:S:1:pos:R:3:mulliken_charge:R:1
Ti 3.031 -0.232 1.785 0.519
O 5.212 -3.334 1.140 -0.529
S 3.946 -2.688 1.412 1.149
O 3.914 -1.872 2.675 -0.342
O 3.482 -1.620 0.420 -0.152
C 2.720 -4.016 1.562 0.377
C 3.228 -5.224 2.144 -0.731
C 2.384 -6.227 2.570 -0.628
C 1.015 -6.067 2.625 -0.378
C 0.483 -4.876 2.167 -0.418
C 1.292 -3.819 1.713 -0.135
S 0.457 -2.226 1.187 1.299
O -0.857 -2.288 1.786 -0.526
O 0.652 -2.196 -0.259 -0.603
O 1.295 -1.089 1.877 -0.117
H 4.317 -5.341 2.233 0.394
H 2.850 -7.099 2.936 0.433
H 0.344 -6.798 3.125 0.355
H -0.570 -4.662 2.381 0.405
C -3.883 0.634 4.695 -1.363
P -3.926 1.139 2.927 0.409
C -4.894 2.665 2.982 1.060
N -5.622 2.813 4.131 -0.383
C -6.436 3.890 4.066 0.197
C -6.895 4.376 5.283 -0.564
C -7.527 5.621 5.383 -0.566
C -7.453 6.515 4.307 -0.373
C -7.012 6.031 3.084 -0.499
C -6.417 4.774 2.931 0.188
N -5.635 4.576 1.837 -0.375
C -4.826 3.515 1.911 -0.279
P -3.645 3.296 0.526 0.232
C -4.212 4.460 -0.803 -1.316
C -1.944 4.117 1.081 2.244
C -1.386 3.451 2.376 -2.563
C -0.898 3.898 0.005 -1.738
C -2.208 5.611 1.399 -1.568
C -5.185 -0.177 2.228 1.396
C -6.606 0.063 2.826 -1.823
C -4.637 -1.590 2.471 -1.439
C -5.231 0.094 0.720 -1.098
H -4.329 -0.238 5.150 0.419
H -4.037 1.570 5.302 0.408
H -2.769 0.497 4.837 0.299
H -6.851 3.721 6.141 0.406
H -7.871 5.941 6.346 0.380
H -7.615 7.583 4.376 0.372
H -7.142 6.729 2.238 0.381
H -4.713 5.297 -0.328 0.369
H -4.913 3.886 -1.395 0.379
H -3.363 4.770 -1.475 0.349
H -1.327 2.385 2.306 0.353
H -2.028 3.710 3.208 0.436
H -0.389 3.909 2.487 0.745
H -0.322 2.962 0.227 0.204
H -0.157 4.696 0.032 0.457
H -1.290 3.839 -0.988 0.377
H -3.277 5.891 1.583 0.193
H -1.942 6.258 0.555 0.354
H -1.497 5.817 2.188 0.457
H -6.562 -0.158 3.918 0.302
H -7.316 -0.605 2.386 0.572
H -7.038 1.070 2.638 0.318
H -4.434 -1.949 3.521 0.224
H -3.672 -1.649 1.910 0.279
H -5.341 -2.337 1.945 0.359
H -5.360 1.211 0.541 0.246
H -6.145 -0.326 0.207 0.362
H -4.294 -0.240 0.226 0.247
Cl 1.606 0.488 4.001 -0.114
C 3.041 1.436 3.852 0.341
C 3.943 1.114 2.824 -0.309
C 5.163 1.813 2.756 0.076
Cl 6.345 1.274 1.728 -0.185
C 5.320 2.934 3.532 0.630
Cl 6.732 3.804 3.293 -0.191
C 4.374 3.368 4.509 -0.012
Cl 4.713 4.633 5.595 -0.149
C 3.187 2.581 4.646 0.124
Cl 1.927 3.115 5.717 -0.171
B 2.448 1.315 -2.398 0.298
C 2.567 1.152 -0.851 0.277
N 2.821 1.024 0.298 -0.525
H 1.274 1.738 -2.526 -0.110
H 3.298 2.048 -2.729 -0.117
H 2.629 0.220 -2.946 -0.328
C 2.912 -6.992 -8.589 -1.295
C 3.160 -5.529 -8.301 0.970
C 4.422 -5.136 -7.872 -0.629
C 4.748 -3.840 -7.592 -0.259
C 3.738 -2.860 -7.491 -0.057
N 4.058 -1.574 -6.948 -0.148
C 3.260 -0.983 -5.936 0.159
O 2.665 0.092 -6.166 -0.658
N 3.296 -1.595 -4.661 0.094
C 4.415 -2.248 -4.035 0.156
C 5.675 -2.583 -4.595 -0.100
C 6.586 -3.293 -3.835 -0.843
C 6.221 -3.588 -2.504 -0.386
N 5.029 -3.407 -2.000 -0.342
C 4.175 -2.686 -2.744 -0.644
C 2.464 -3.203 -8.016 -0.350
C 2.181 -4.509 -8.463 -0.731
H 2.719 -7.479 -7.656 0.303
H 3.898 -7.346 -8.943 0.335
H 2.014 -7.068 -9.233 0.351
H 5.198 -5.869 -7.854 0.326
H 5.785 -3.517 -7.379 0.410
H 3.893 -0.959 -7.713 0.384
H 2.746 -1.026 -3.981 0.143
H 5.908 -2.166 -5.577 0.686
H 7.604 -3.511 -4.202 0.346
H 6.936 -4.000 -1.862 0.485
H 3.265 -2.433 -2.298 0.730
H 1.801 -2.319 -8.086 0.378
H 1.115 -4.764 -8.693 0.254
```

---

Ordered relative energy (zero: lowest compared OMol25 entry of this formula, charge and spin) results: 42.08 97.98; unit kcal per mole.